1.
{"formula": "C4H12", "method": "wB97M-V/def2-TZVPD", "homo_lumo_gap_ev": 12.39, "homo_ev": -11.253, "total_charge": 0, "molar_mass_g_mol": 60.14, "lumo_ev": 1.136, "multiplicity": 1, "symbols": ["C", "C", "H", "H", "H", "H", "H", "H", "C", "C", "H", "H", "H", "H", "H", "H"], "xyz": [[-1.721, -1.082, 1.837], [-1.358, -0.195, 0.647], [-1.690, -2.114, 1.428], [-1.004, -0.940, 2.644], [-2.667, -0.757, 2.258], [-1.581, 0.852, 0.882], [-1.835, -0.584, -0.258], [-0.257, -0.239, 0.406], [1.561, 1.370, -1.041], [1.491, -0.101, -1.457], [1.945, 1.176, -0.036], [2.213, 1.982, -1.705], [0.720, 2.073, -1.065], [0.451, -0.447, -1.398], [2.073, -0.721, -0.759], [1.944, -0.304, -2.428]], "forces_ev_per_angstrom": [[0.629, -0.025, -0.702], [1.354, 0.058, -0.017], [-0.359, 0.398, 0.997], [0.179, -0.315, -0.016], [-0.408, -0.536, -0.174], [-0.147, -0.149, -0.512], [-0.292, 0.575, 0.093], [-1.117, 0.009, 0.563], [1.138, 0.448, -0.205], [-0.661, -0.347, -0.556], [0.090, 1.703, 0.094], [0.497, -0.797, 0.781], [-0.682, -1.109, 0.382], [0.441, -0.215, -0.469], [-0.228, 0.240, -0.086], [-0.435, 0.062, -0.172]], "nbo_charge": [-0.609, -0.605, 0.205, 0.201, 0.204, 0.203, 0.201, 0.199, -0.641, -0.615, 0.214, 0.209, 0.215, 0.210, 0.200, 0.207]}


2.
{"formula": "C4H12", "method": "wB97M-V/def2-TZVPD", "homo_lumo_gap_ev": 12.83, "homo_ev": -11.647, "total_charge": 0, "molar_mass_g_mol": 60.14, "lumo_ev": 1.186, "multiplicity": 1, "symbols": ["C", "C", "H", "H", "H", "H", "H", "H", "C", "C", "H", "H", "H", "H", "H", "H"], "xyz": [[-0.073, 1.334, -1.063], [-0.114, 0.739, -2.478], [-1.011, 1.145, -0.551], [0.740, 0.885, -0.494], [0.147, 2.403, -1.097], [-1.101, 0.885, -2.911], [0.130, -0.328, -2.479], [0.584, 1.233, -3.169], [-0.177, -0.501, 2.252], [0.348, -1.586, 1.307], [-0.400, 0.460, 1.785], [-0.982, -0.947, 2.831], [0.597, -0.264, 2.977], [1.441, -1.667, 1.208], [-0.017, -1.528, 0.287], [0.108, -2.577, 1.689]], "forces_ev_per_angstrom": [[0.534, -0.105, -0.505], [0.154, 0.242, -0.126], [-0.034, 0.104, 0.189], [-0.024, -0.069, 0.151], [-0.324, -0.011, 0.057], [-0.105, -0.159, -0.085], [-0.181, 0.130, -0.003], [-0.015, -0.131, 0.307], [0.902, -0.399, 0.206], [0.688, -0.523, -0.216], [-0.429, -0.320, -0.107], [-0.439, 0.570, -0.136], [0.123, -0.021, 0.209], [-0.159, 0.627, 0.128], [-0.327, 0.093, -0.062], [-0.363, -0.028, -0.007]], "nbo_charge": [-0.610, -0.608, 0.204, 0.203, 0.205, 0.202, 0.203, 0.203, -0.619, -0.617, 0.211, 0.208, 0.204, 0.203, 0.204, 0.204]}


3.
{"formula": "C4H12", "method": "wB97M-V/def2-TZVPD", "homo_lumo_gap_ev": [12.33, 3.53], "homo_ev": [-15.475, -14.653], "total_charge": 1, "molar_mass_g_mol": 60.14, "lumo_ev": [-3.141, -11.119], "multiplicity": 2, "symbols": ["C", "C", "H", "H", "H", "H", "H", "H", "C", "C", "H", "H", "H", "H", "H", "H"], "xyz": [[-0.053, -0.218, -2.009], [-1.164, -0.385, -2.931], [0.973, 0.224, -2.074], [-0.252, 0.136, -1.059], [0.245, -1.188, -1.531], [-2.246, -0.129, -2.697], [-1.076, 0.299, -3.686], [-1.434, -1.440, -3.140], [0.084, 0.317, 1.934], [1.147, 0.286, 2.966], [0.323, 1.099, 1.101], [-0.043, -0.563, 1.291], [-0.668, 0.778, 2.354], [0.480, 0.358, 3.821], [1.751, -0.609, 3.035], [1.868, 1.036, 2.822]], "forces_ev_per_angstrom": [[2.410, -3.025, -1.240], [0.326, -0.106, 1.394], [-1.177, 0.641, -1.523], [-1.515, 1.485, 3.600], [-0.520, -0.165, -0.113], [0.103, -0.053, 0.702], [0.239, 1.428, -2.656], [0.200, -0.097, 0.036], [4.185, -1.146, -4.763], [-0.415, -1.500, 0.193], [0.124, -0.479, 0.549], [-0.603, -0.106, 0.876], [-4.899, 1.668, 1.547], [1.108, 0.404, 1.052], [-0.221, -0.515, -0.149], [0.653, 1.567, 0.497]], "nbo_charge": [-0.615, -0.558, 0.301, 0.367, 0.298, 0.388, 0.277, 0.342, -0.543, -0.619, 0.224, 0.207, 0.222, 0.242, 0.228, 0.239]}


4.
{"formula": "C4H12", "method": "wB97M-V/def2-TZVPD", "homo_lumo_gap_ev": [13.84, 4.53], "homo_ev": [-16.831, -15.617], "total_charge": 1, "molar_mass_g_mol": 60.14, "lumo_ev": [-2.987, -11.090], "multiplicity": 2, "symbols": ["C", "C", "H", "H", "H", "H", "H", "H", "C", "C", "H", "H", "H", "H", "H", "H"], "xyz": [[2.174, -0.196, 0.200], [1.297, -0.690, -0.920], [3.288, 0.166, -0.089], [1.611, 0.832, 0.604], [2.183, -0.860, 1.050], [0.481, 0.029, -1.143], [0.609, -1.579, -0.719], [1.977, -0.879, -1.860], [-1.872, -0.242, 0.690], [-1.601, 1.090, 0.031], [-1.513, -0.416, 1.768], [-2.824, -0.442, 0.370], [-1.181, -1.075, 0.351], [-1.251, 0.992, -0.967], [-0.914, 1.651, 0.682], [-2.459, 1.806, -0.057]], "forces_ev_per_angstrom": [[0.751, 2.366, -0.904], [2.673, -0.619, -1.323], [-2.825, -1.014, 0.535], [1.095, -1.922, -0.391], [-0.050, -0.016, 0.727], [-0.373, 0.379, -0.470], [0.365, 0.592, 0.312], [-1.833, 0.491, 1.510], [2.634, 0.711, 0.386], [0.205, 0.924, 3.589], [-1.099, 0.839, -0.964], [-2.409, -1.653, 0.050], [-0.312, 0.087, -0.452], [0.700, -0.219, -1.686], [0.347, -0.008, -0.763], [0.131, -0.937, -0.156]], "nbo_charge": [-0.596, -0.579, 0.278, 0.317, 0.277, 0.307, 0.297, 0.279, -0.560, -0.623, 0.291, 0.252, 0.271, 0.266, 0.230, 0.293]}


5.
{"formula": "C4H12AgN4O4", "method": "wB97M-V/def2-TZVPD", "homo_lumo_gap_ev": 5.14, "homo_ev": -2.127, "total_charge": -1, "molar_mass_g_mol": 288.03, "lumo_ev": 3.008, "multiplicity": 1, "symbols": ["Ag", "O", "C", "C", "O", "H", "H", "H", "H", "C", "O", "N", "N", "H", "H", "H", "H", "C", "O", "N", "N", "H", "H", "H", "H"], "xyz": [[0.792, 0.628, -0.600], [-0.160, 3.068, 0.057], [-1.542, 2.645, -0.051], [-2.113, 1.115, -0.110], [-1.620, 0.109, -0.985], [-1.915, 2.949, -1.029], [-2.146, 3.190, 0.675], [-3.186, 1.268, -0.230], [-1.902, 0.752, 0.896], [0.976, -0.036, 2.668], [0.759, -0.452, 1.526], [1.966, 0.653, 2.918], [0.249, -0.201, 3.709], [2.097, 0.793, 3.910], [2.694, 0.762, 2.227], [0.493, 0.553, 4.335], [-0.501, -0.870, 3.807], [0.787, -2.046, -2.497], [1.146, -1.758, -1.362], [-0.348, -1.642, -2.949], [1.458, -2.768, -3.353], [-0.865, -0.975, -2.395], [-0.726, -1.987, -3.819], [1.242, -2.688, -4.336], [2.363, -3.063, -3.012]], "forces_ev_per_angstrom": [[-1.326, 0.715, 0.140], [-1.357, -2.419, -0.028], [1.461, -0.265, -1.733], [1.977, -0.338, 0.459], [0.486, 1.633, -0.042], [-0.128, 0.718, -0.653], [-0.361, -0.152, 0.590], [-0.484, 0.089, -0.048], [-0.335, -0.291, 0.821], [-3.652, -3.856, -6.838], [-0.348, -0.981, 0.307], [7.502, 4.892, 2.002], [-3.010, -0.779, 4.200], [1.292, 0.455, -0.581], [-0.251, 0.290, 0.317], [-1.527, -0.774, 0.949], [0.070, 0.706, -0.178], [-0.495, 1.294, 2.451], [1.451, -0.195, 0.641], [-3.454, 1.116, -1.743], [2.849, -2.511, -1.774], [-0.777, 0.582, 0.662], [0.033, 0.254, 0.331], [0.457, -0.175, 0.331], [-0.072, -0.009, -0.583]], "nbo_charge": [0.811, -0.978, -0.093, -0.071, -1.042, 0.089, 0.099, 0.103, 0.094, 0.740, -0.707, -0.775, -0.821, 0.359, 0.417, 0.370, 0.420, 0.746, -0.712, -0.826, -0.839, 0.479, 0.360, 0.382, 0.396]}


6.
{"formula": "C4H12BN3O2PS", "method": "wB97M-V/def2-TZVPD", "homo_lumo_gap_ev": 10.00, "homo_ev": -13.382, "total_charge": 1, "molar_mass_g_mol": 208.01, "lumo_ev": -3.383, "multiplicity": 1, "symbols": ["N", "C", "C", "N", "P", "S", "B", "O", "O", "H", "H", "H", "H", "H", "H", "H", "H", "H", "C", "C", "N", "H", "H", "H"], "xyz": [[-0.090, 3.177, -0.689], [-0.492, 2.053, -0.282], [0.029, 1.347, 0.938], [0.579, -0.010, 0.590], [0.918, -0.911, 2.140], [2.110, 0.034, 3.291], [1.855, 0.037, -0.263], [2.222, -1.112, -0.905], [2.507, 1.191, -0.369], [0.659, 3.548, -0.107], [-1.285, 1.573, -0.844], [0.761, 1.942, 1.460], [-0.811, 1.192, 1.612], [-0.172, -0.542, 0.107], [1.410, -2.122, 1.646], [-0.388, -1.116, 2.588], [2.611, -1.784, -0.342], [3.438, 1.024, -0.546], [-2.783, -1.697, -2.130], [-2.349, -1.363, -0.786], [-2.045, -1.116, 0.292], [-3.736, -2.219, -2.080], [-2.903, -0.787, -2.716], [-2.045, -2.340, -2.605]], "forces_ev_per_angstrom": [[-0.238, -0.288, -0.026], [0.459, 0.594, -0.311], [-0.767, 0.039, 0.074], [-0.006, 0.142, -0.029], [0.654, 0.558, 0.980], [-0.146, -0.155, -0.289], [0.230, -0.456, -0.570], [0.005, 0.251, 0.504], [-0.233, 0.119, 0.701], [0.117, 0.089, 0.060], [-0.190, -0.210, -0.008], [0.435, -0.052, 0.003], [-0.133, -0.156, 0.185], [0.072, 0.086, 0.183], [-0.358, -0.142, -0.286], [-0.172, -0.153, -0.307], [0.053, -0.485, -0.176], [0.241, 0.303, -0.510], [-0.015, 0.005, -0.109], [-0.337, -0.186, -0.197], [0.369, 0.122, 0.171], [-0.024, -0.012, 0.007], [-0.014, 0.006, -0.025], [-0.002, -0.018, -0.026]], "nbo_charge": [-0.497, 0.074, -0.310, -0.920, 0.950, -0.402, 1.254, -0.902, -0.851, 0.340, 0.179, 0.259, 0.244, 0.488, -0.015, 0.025, 0.519, 0.531, -0.738, 0.388, -0.449, 0.285, 0.275, 0.273]}